Record 1
Computed, not measured: a cluster of 11 separate species, C33H88O11 in total in a non-equilibrium geometry, with wB97M-V/def2-TZVPD.

**Relative energy (zero: lowest compared OMol25 entry of this formula, charge and spin)**: 2.786 eV
**HOMO level**: -9.6 eV
**SMILES**: CC(C)O.CC(C)O.CC(C)O.CC(C)O.CC(C)O.CC(C)O.CC(C)O.CC(C)O.CC(C)O.CC(C)O.CC(C)O
**Total charge**: 0
**LUMO**: 0.5 eV

Last column: Mulliken charge in e.
Element x y z (Å)
C1 4.940 -0.325 -3.438  -1.067
C2 4.477 0.969 -4.185  0.555
C3 3.215 1.573 -3.490  -1.116
O1 5.487 1.925 -4.134  -0.558
H1 4.119 -1.042 -3.422  0.277
H2 5.183 -0.061 -2.409  0.162
H3 5.862 -0.630 -3.933  0.380
H4 4.248 0.667 -5.207  0.201
H5 3.473 2.166 -2.612  0.373
H6 2.442 0.917 -3.090  0.065
H7 2.735 2.200 -4.241  0.413
H8 5.118 2.752 -4.452  0.335
C4 -4.102 3.459 4.287  -1.724
C5 -3.209 3.154 3.098  1.253
C6 -1.674 3.403 3.249  -1.282
O2 -3.315 1.758 2.904  -0.590
H9 -3.860 2.856 5.163  0.377
H10 -5.112 3.200 3.971  0.424
H11 -4.112 4.530 4.489  0.370
H12 -3.680 3.688 2.272  -0.259
H13 -1.349 4.352 3.676  0.487
H14 -1.150 3.336 2.296  0.346
H15 -1.299 2.658 3.950  0.289
H16 -2.594 1.437 2.358  0.227
C7 -1.720 -4.358 -2.000  -0.336
C8 -2.577 -5.548 -2.518  0.238
C9 -2.768 -5.513 -4.051  -1.343
O3 -1.943 -6.765 -2.173  -0.570
H17 -1.649 -4.375 -0.913  0.386
H18 -2.102 -3.371 -2.261  -0.521
H19 -0.717 -4.358 -2.426  0.491
H20 -3.549 -5.506 -2.027  0.297
H21 -3.218 -4.579 -4.388  0.340
H22 -3.324 -6.399 -4.360  0.371
H23 -1.836 -5.543 -4.614  0.306
H24 -1.061 -6.678 -2.542  0.378
C10 3.213 4.205 4.872  -1.387
C11 3.290 4.177 3.348  0.860
C12 1.872 4.327 2.754  -1.213
O4 4.103 5.229 3.008  -0.569
H25 4.183 3.979 5.314  0.379
H26 2.554 3.409 5.220  0.297
H27 2.884 5.200 5.172  0.332
H28 3.784 3.236 3.103  -0.054
H29 1.335 5.232 3.036  0.466
H30 1.204 3.520 3.057  0.042
H31 1.871 4.296 1.665  0.453
H32 3.584 5.903 2.564  0.373
C13 0.829 -2.757 4.530  -1.564
C14 0.383 -1.537 3.679  0.349
C15 1.253 -0.315 3.876  -0.330
O5 0.349 -1.843 2.290  -0.151
H33 0.512 -2.674 5.570  0.464
H34 1.916 -2.756 4.614  0.306
H35 0.402 -3.676 4.127  0.353
H36 -0.622 -1.232 3.972  0.376
H37 2.310 -0.561 3.778  -0.057
H38 1.108 0.151 4.850  0.500
H39 0.984 0.469 3.168  -0.184
H40 1.114 -2.416 2.199  0.063
C16 -3.659 3.322 -1.586  -0.522
C17 -4.846 4.194 -1.135  0.642
C18 -4.373 5.612 -0.793  -1.552
O6 -5.724 4.273 -2.233  -0.551
H41 -2.953 3.830 -2.242  0.477
H42 -3.920 2.389 -2.086  -0.110
H43 -3.046 3.146 -0.701  0.063
H44 -5.272 3.772 -0.225  -0.026
H45 -3.849 6.071 -1.631  0.429
H46 -3.768 5.601 0.113  0.303
H47 -5.132 6.333 -0.489  0.460
H48 -6.186 5.111 -2.154  0.356
C19 6.974 0.722 3.297  -1.445
C20 5.768 -0.208 3.342  0.510
C21 4.884 -0.153 2.068  -0.703
O7 6.323 -1.484 3.371  -0.573
H49 7.391 0.778 4.302  0.445
H50 6.767 1.721 2.914  0.319
H51 7.735 0.327 2.623  0.358
H52 5.158 -0.060 4.233  0.231
H53 5.553 -0.027 1.216  0.536
H54 4.122 0.623 2.143  0.110
H55 4.383 -1.111 1.932  -0.081
H56 6.896 -1.464 4.141  0.337
C22 3.420 -3.152 -0.823  -1.488
C23 2.264 -3.800 -0.108  1.822
C24 2.037 -5.289 -0.324  -1.664
O8 2.449 -3.503 1.240  -0.665
H57 4.336 -3.691 -0.583  0.418
H58 3.641 -2.138 -0.489  0.328
H59 3.289 -3.193 -1.904  0.355
H60 1.346 -3.290 -0.400  -0.605
H61 1.922 -5.433 -1.399  0.355
H62 1.167 -5.655 0.222  0.385
H63 2.880 -5.916 -0.032  0.354
H64 3.350 -3.704 1.505  0.300
C25 1.107 0.797 0.016  -0.614
C26 -0.384 0.370 -0.085  0.311
C27 -0.610 -0.972 -0.803  0.580
O9 -0.983 0.445 1.207  0.081
H65 1.508 0.225 0.853  -0.045
H66 1.167 1.872 0.188  0.201
H67 1.675 0.545 -0.879  -0.005
H68 -0.962 1.071 -0.688  0.272
H69 -0.112 -1.213 -1.742  0.547
H70 -1.671 -1.125 -0.999  -1.016
H71 -0.294 -1.743 -0.099  -0.444
H72 -0.585 -0.282 1.692  0.078
C28 -4.782 -2.329 -1.173  -1.311
C29 -5.301 -0.861 -1.246  0.509
C30 -4.494 0.050 -0.319  -0.763
O10 -5.127 -0.389 -2.610  -0.543
H73 -5.040 -2.787 -0.219  0.508
H74 -3.706 -2.398 -1.334  0.095
H75 -5.251 -2.937 -1.946  0.396
H76 -6.318 -0.850 -0.854  0.327
H77 -5.115 0.920 -0.110  0.343
H78 -3.569 0.419 -0.761  -0.213
H79 -4.258 -0.427 0.632  0.398
H80 -5.598 0.436 -2.743  0.245
C31 -1.331 -2.137 -5.100  -1.280
C32 -2.358 -1.313 -4.281  2.137
C33 -2.357 0.229 -4.625  -1.288
O11 -3.686 -1.755 -4.574  -0.639
H81 -1.496 -3.192 -4.882  0.098
H82 -0.290 -1.945 -4.843  0.273
H83 -1.415 -1.998 -6.177  0.422
H84 -2.151 -1.471 -3.222  -0.896
H85 -2.613 0.421 -5.667  0.361
H86 -1.390 0.720 -4.511  0.345
H87 -3.073 0.829 -4.065  0.118
H88 -4.257 -1.294 -3.955  0.426



Record 2
Computed, not measured: a cluster of 23 separate species, H44IO22 in total in a non-equilibrium geometry, with wB97M-V/def2-TZVPD.

**Relative energy (zero: lowest compared OMol25 entry of this formula, charge and spin)**: 1.118 eV
**HOMO level**: -6.2 eV
**Total charge**: -1
**LUMO**: 1.1 eV

Last column: Mulliken charge in e.
Element x y z (Å)
I1 -0.277 -0.438 0.209  -0.249
O1 4.109 -1.825 -1.219  -0.677
H1 4.621 -1.470 -1.946  0.303
H2 3.553 -2.492 -1.622  0.274
O2 -2.832 3.633 2.305  -0.673
H3 -2.670 3.258 1.440  0.333
H4 -3.303 2.948 2.780  0.367
O3 -2.740 2.223 -0.236  -0.487
H5 -2.161 1.465 -0.151  0.057
H6 -3.464 1.912 -0.780  0.178
O4 3.645 -3.047 0.951  -0.569
H7 3.918 -2.450 0.255  0.510
H8 3.474 -3.876 0.504  0.179
O5 -0.240 -1.906 3.590  -0.630
H9 0.543 -2.108 3.078  0.412
H10 -0.576 -1.095 3.206  0.262
O6 2.447 -2.919 3.630  -0.654
H11 3.272 -2.837 3.153  0.301
H12 2.308 -2.057 4.022  0.302
O7 -4.165 1.160 2.341  -0.678
H13 -3.429 0.727 1.909  0.324
H14 -4.771 1.370 1.630  0.333
O8 2.059 2.152 3.622  -0.604
H15 1.146 2.436 3.603  0.407
H16 2.017 1.201 3.520  0.289
O9 -0.772 0.897 -3.592  -0.695
H17 -0.072 0.275 -3.396  0.494
H18 -0.511 1.702 -3.143  0.400
O10 1.404 -0.770 -2.654  -0.637
H19 0.974 -0.790 -1.799  -0.174
H20 1.938 -1.564 -2.673  0.193
O11 -0.300 3.672 0.635  -0.550
H21 0.610 3.412 0.491  0.326
H22 -0.756 2.854 0.829  0.226
O12 -1.388 -2.876 -2.557  -0.622
H23 -0.573 -2.434 -2.319  0.317
H24 -1.124 -3.539 -3.195  0.236
O13 -2.645 -2.546 1.642  -0.736
H25 -2.096 -1.805 1.384  0.105
H26 -2.093 -3.060 2.231  0.331
O14 4.525 0.164 0.533  -0.604
H27 4.153 -0.152 -0.290  0.382
H28 4.209 -0.453 1.193  0.274
O15 -2.921 -0.291 -2.783  -0.704
H29 -2.697 -1.052 -2.247  0.357
H30 -2.078 0.042 -3.091  0.385
O16 -3.253 -3.364 -0.759  -0.690
H31 -2.398 -3.233 -1.170  0.348
H32 -3.094 -3.224 0.175  0.497
O17 -5.546 0.113 -1.482  -0.627
H33 -4.669 0.039 -1.858  0.364
H34 -6.135 -0.144 -2.191  0.266
O18 1.939 -3.512 -2.290  -0.597
H35 1.316 -4.139 -1.922  0.255
H36 2.338 -3.975 -3.026  0.290
O19 -0.438 3.160 3.626  -0.685
H37 -1.058 3.036 4.345  0.259
H38 -0.922 3.671 2.978  0.382
O20 -0.018 3.345 -2.523  -0.707
H39 -0.426 3.461 -1.665  0.376
H40 0.843 3.754 -2.436  0.279
O21 2.928 3.180 0.307  -0.589
H41 2.964 3.941 0.887  0.266
H42 3.401 2.495 0.780  0.303
O22 2.899 1.344 -2.544  -0.667
H43 2.728 1.826 -1.735  0.284
H44 2.333 0.574 -2.489  0.479



Record 3
Computed, not measured: a structure of composition C10H9IN2O in a non-equilibrium geometry, with wB97M-V/def2-TZVPD.

**Relative energy (zero: lowest compared OMol25 entry of this formula, charge and spin)**: 0.000 eV
**HOMO level**: -8.2 eV
**Total charge**: 0
**LUMO**: -0.2 eV

Last column: Mulliken charge in e.
Element x y z (Å)
C1 0.977 2.872 -1.639  -0.310
C2 0.284 1.911 -2.385  -0.647
C3 1.008 2.737 -0.263  -0.614
C4 -0.338 0.894 -1.712  -0.334
C5 0.596 1.591 0.365  -0.226
C6 -0.133 0.640 -0.365  0.287
C7 -2.042 -2.405 0.733  -0.474
C8 -1.216 -2.479 1.754  -0.410
C9 -1.709 -1.336 -0.255  0.785
C10 1.241 -1.452 1.341  -1.143
N1 -0.610 -0.603 0.165  0.440
N2 -0.109 -0.937 1.434  -0.649
O1 -2.302 -1.021 -1.273  -0.652
I1 -0.882 -3.418 3.542  0.221
H1 1.414 3.732 -2.225  0.280
H2 0.354 2.033 -3.474  0.349
H3 1.414 3.453 0.397  0.393
H4 -0.937 0.124 -2.140  0.486
H5 0.819 1.578 1.381  0.421
H6 -2.879 -2.975 0.587  0.550
H7 1.628 -1.482 2.272  0.522
H8 1.453 -2.499 0.974  0.310
H9 1.966 -0.958 0.785  0.416



Record 4
Computed, not measured: a cluster of 2 separate species, C4H8N3 in total in a non-equilibrium geometry, with wB97M-V/def2-TZVPD.

**Relative energy (zero: lowest compared OMol25 entry of this formula, charge and spin)**: 3.144 eV
**HOMO level**: -14.4 eV
**Total charge**: +1
**LUMO**: -3.4 eV

Last column: Mulliken charge in e.
Element x y z (Å)
C1 -0.516 -0.852 0.928  -0.312
C2 -0.326 1.917 1.787  -0.155
C3 1.056 -0.194 -0.558  -0.381
C4 -0.340 -0.265 -1.312  -0.403
N1 -1.126 2.583 2.297  -0.122
N2 0.795 -0.724 0.828  -0.004
N3 -1.172 -0.708 -0.209  -0.049
H1 -0.811 -1.277 1.822  0.456
H2 1.836 -0.813 -0.957  0.371
H3 1.265 0.879 -0.498  0.282
H4 -0.709 0.704 -1.761  0.274
H5 -0.482 -0.970 -2.228  0.294
H6 -1.959 3.001 2.725  0.327
H7 1.621 -0.641 1.325  0.223
H8 -2.149 -0.891 -0.195  0.198



Record 5
Computed, not measured: a cluster of 8 separate species, C7H24O7 in total in a non-equilibrium geometry, with wB97M-V/def2-TZVPD.

**Relative energy (zero: lowest compared OMol25 entry of this formula, charge and spin)**: 1.639 eV
**HOMO level**: -8.6 eV
**SMILES**: C=CC(=C)C(=C)C.O.O.O.O.O.O.O
**Total charge**: 0
**LUMO**: 0.3 eV

Last column: Mulliken charge in e.
Element x y z (Å)
C1 1.176 -1.254 -3.740  -0.774
C2 0.863 -1.070 -2.470  -0.283
C3 1.810 -1.394 -1.338  0.557
C4 3.018 -0.835 -1.444  -1.182
C5 1.382 -2.253 -0.192  0.993
C6 0.646 -3.346 -0.496  -1.211
C7 2.013 -1.946 1.137  -1.164
H1 0.625 -0.963 -4.630  0.312
H2 2.214 -1.313 -4.053  0.302
H3 -0.061 -0.737 -2.010  0.336
H4 3.223 -0.284 -2.346  0.315
H5 3.842 -0.921 -0.745  0.249
H6 0.383 -3.560 -1.517  0.354
H7 0.316 -3.967 0.309  0.327
H8 3.123 -1.916 1.093  0.378
H9 1.833 -2.813 1.773  0.389
H10 1.505 -1.100 1.622  0.135
O1 -2.454 -0.670 -0.934  -0.596
H11 -2.001 -0.909 -0.117  0.302
H12 -2.987 -1.374 -1.290  0.270
O2 -1.818 -1.048 2.982  -0.600
H13 -1.315 -1.361 3.736  0.293
H14 -2.387 -0.322 3.304  0.319
O3 -1.164 4.343 -0.457  -0.637
H15 -0.649 3.524 -0.285  0.460
H16 -0.832 4.707 -1.285  0.304
O4 -2.028 2.276 1.960  -0.713
H17 -1.957 3.216 2.143  0.305
H18 -2.587 2.156 1.156  0.413
O5 -3.638 2.245 -0.207  -0.755
H19 -3.643 1.396 -0.669  0.326
H20 -3.006 2.906 -0.519  0.380
O6 1.976 1.083 2.663  -0.623
H21 1.190 0.565 2.846  0.329
H22 1.688 1.851 2.164  0.329
O7 -0.064 1.885 0.235  -0.778
H23 0.550 1.302 0.694  0.144
H24 -0.784 1.902 0.927  0.494



Record 6
Computed, not measured: the molecule C3H2N2O3 in a non-equilibrium geometry, with wB97M-V/def2-TZVPD.

**Relative energy (zero: lowest compared OMol25 entry of this formula, charge and spin)**: 4.933 eV
**HOMO level**: -10.7 eV
**SMILES**: O=[N+]([O-])c1cnco1
**Total charge**: 0
**LUMO**: -0.7 eV

Last column: Mulliken charge in e.
Element x y z (Å)
O1 2.419 0.954 0.019  -0.560
N1 1.787 -0.072 0.023  0.956
O2 2.266 -1.193 -0.023  -0.533
C1 0.323 0.040 -0.002  0.498
C2 -0.522 1.063 0.001  -0.379
N2 -1.810 0.550 0.024  -0.460
C3 -1.588 -0.725 -0.038  -0.006
O3 -0.290 -1.120 0.075  -0.261
H1 -0.318 2.124 -0.032  0.408
H2 -2.266 -1.621 -0.047  0.336



Looking at frontier orbital gap for the records above, in order, we have 0.370, 0.268, 0.295, 0.406, 0.327, 0.369 Ha.